No. 1
A cluster of 2 separate species, C24H25N2O in total at a distorted geometry, computed with ωB97M-V with the def2-TZVPD basis set.

Its charge is +1. Its spin multiplicity is 1. The total energy comes out at -30314.81990 eV. The value obtained for the HOMO energy is -9.53 eV. For the LUMO energy, the calculation gives -4.73 eV.

XYZ file:
```
52
Properties=species:S:1:pos:R:3:forces:R:3:mulliken_charge:R:1
O -1.826 -2.201 -6.681 -0.4 0.0 -0.3 -0.412
N -0.812 0.749 -2.116 0.1 0.8 1.2 -0.414
N 2.224 2.653 2.734 -0.2 -0.5 -1.9 0.146
C -2.685 -0.646 -4.979 0.7 -0.9 -1.0 -0.329
C 1.842 1.879 3.821 -0.7 -0.6 0.4 0.538
C 2.898 3.933 2.828 0.2 0.3 0.0 -0.881
C 1.097 0.772 3.339 0.5 0.4 0.6 0.578
C 0.422 0.117 0.905 0.7 0.8 0.9 -0.201
C 1.805 2.090 1.580 0.2 0.9 1.3 0.288
C 2.042 2.186 5.158 -0.3 -0.4 0.1 -1.007
C 0.117 -3.353 2.351 0.1 0.4 -0.2 -0.464
C 0.513 -0.061 4.292 0.2 0.0 0.4 -0.034
C -1.093 0.121 -3.323 -0.3 -0.3 -1.4 0.706
C 1.075 0.891 1.860 -0.3 -0.5 0.0 1.150
C 0.741 0.189 5.660 0.0 0.3 -0.4 -0.919
C -0.069 -1.201 1.181 -0.5 -1.6 0.3 0.320
C 0.654 -2.114 2.005 -0.3 0.3 -0.2 -0.679
C -3.130 -2.394 -7.276 0.6 0.3 0.5 -0.813
C -1.644 -1.369 -5.622 -0.4 0.4 0.8 0.564
C 2.114 2.728 0.296 0.1 0.1 -0.8 -1.554
C -0.042 -0.513 -4.014 -0.6 0.3 0.5 -0.506
C -1.875 -2.854 1.043 0.2 0.1 0.1 -0.648
C 1.477 1.307 6.090 0.0 -0.1 -0.2 -0.648
C -2.397 0.109 -3.855 0.8 0.1 0.6 -0.768
C -0.316 -1.272 -5.126 -0.9 -0.3 -0.8 -0.737
C -1.159 -3.705 1.897 -0.1 0.3 -0.1 -0.361
C -1.311 -1.642 0.653 0.1 0.5 -0.1 -0.332
H -1.836 -0.973 -0.038 0.1 -0.3 0.3 0.336
H 1.807 2.072 -0.524 0.1 0.3 0.1 0.249
H -3.178 0.715 -3.386 0.2 -0.3 0.0 0.258
H 1.603 3.698 0.187 0.1 -0.3 0.1 0.385
H 0.693 -4.032 2.984 -0.2 0.2 -0.2 0.419
H 3.869 3.907 2.319 -0.2 0.0 0.1 0.314
H -0.100 -0.900 3.978 0.1 0.1 0.2 0.459
H -1.602 -4.642 2.217 0.1 0.1 -0.1 0.404
H -1.500 1.438 -1.832 0.1 -0.1 -0.2 0.212
H 1.645 -1.830 2.357 -0.2 -0.1 0.0 0.508
H 0.985 -0.395 -3.659 -0.3 -0.2 0.0 0.315
H 1.596 1.507 7.159 0.0 -0.2 -0.4 0.391
H 3.056 4.164 3.881 0.0 0.0 -0.3 0.329
H -2.945 -3.096 -8.087 -0.1 0.1 0.1 0.239
H 0.466 -1.834 -5.637 -0.2 0.2 0.1 0.387
H -3.538 -1.457 -7.675 0.1 -0.1 0.1 0.332
H 0.228 0.543 -0.079 0.1 -0.2 0.1 0.210
H -2.876 -3.127 0.693 0.5 0.1 0.1 0.401
H 0.117 1.154 -2.073 -0.2 0.0 -0.3 0.211
H -3.837 -2.828 -6.559 0.2 0.1 -0.1 0.335
H 2.274 4.719 2.386 0.2 -0.2 0.1 0.333
H 0.331 -0.494 6.408 0.0 0.3 -0.3 0.395
H -3.707 -0.713 -5.365 0.4 0.1 0.2 0.369
H 2.597 3.075 5.454 -0.2 -0.3 0.1 0.233
H 3.193 2.927 0.193 -0.3 -0.1 0.0 0.395
```
Forces are in eV/Å.

***

No. 2
A cluster of 2 separate species, HNO2S2 in total at a distorted geometry, computed with ωB97M-V with the def2-TZVPD basis set.

Its charge is 0. Its spin multiplicity is 1. The total energy comes out at -27267.15361 eV. The value obtained for the HOMO energy (alpha / beta) is -9.24 / -8.92 eV. For the LUMO energy (alpha / beta), the calculation gives -1.63 / -1.29 eV.

XYZ file:
```
6
Properties=species:S:1:pos:R:3:forces:R:3:mulliken_charge:R:1
S 0.189 1.543 -0.560 -0.2 1.8 2.0 -0.046
S 0.387 0.261 -1.922 -1.5 -2.3 -1.1 -0.064
O -0.679 -0.124 2.153 1.8 -1.2 -1.4 -0.412
O 0.882 -1.047 0.802 -0.8 -0.5 1.3 -0.335
N 0.106 -0.262 1.236 -0.8 1.8 0.0 0.662
H -0.884 -0.370 -1.709 1.5 0.5 -0.8 0.196
```
Forces are in eV/Å.

***

No. 3
A cluster of 2 separate species, C3H10N2S in total at a distorted geometry, computed with ωB97M-V with the def2-TZVPD basis set.

Its SMILES is [H]/N=C/N.CCS. Its charge is 0. Its spin multiplicity is 1. The total energy comes out at -17087.62258 eV. The value obtained for the HOMO energy is -7.73 eV. For the LUMO energy, the calculation gives 0.68 eV.

XYZ file:
```
16
Properties=species:S:1:pos:R:3:forces:R:3:mulliken_charge:R:1
S 1.403 -1.201 -1.249 -0.6 0.2 0.7 -0.373
N -1.024 0.105 1.786 -1.0 1.0 -0.6 -0.424
N 1.160 -0.553 1.651 -0.6 -0.9 1.0 -0.508
C 0.107 -0.325 2.356 1.5 -0.3 0.1 0.102
C -0.284 1.031 -1.582 -0.9 0.1 -0.1 -1.071
C -0.025 -0.390 -2.077 1.0 -0.4 -0.6 -0.441
H 0.284 -0.370 -3.123 0.0 0.1 0.0 0.308
H 1.792 -1.213 2.125 0.0 0.8 -0.1 0.227
H 0.125 -0.511 3.427 -0.5 0.1 0.1 0.346
H -1.340 1.145 -1.337 -0.2 0.0 0.5 0.255
H -1.597 0.831 2.195 0.1 -0.4 0.5 0.256
H -0.970 0.257 0.788 0.2 -0.1 -0.1 0.177
H 1.061 -0.852 0.174 0.6 -0.3 -1.5 0.124
H -0.171 1.828 -2.314 0.5 -0.2 -0.4 0.311
H -0.862 -1.091 -2.078 -0.2 0.5 0.4 0.345
H 0.342 1.308 -0.742 0.0 -0.1 0.2 0.367
```
Forces are in eV/Å.

***

No. 4
An isolated molecule of C17H17N5O3S at a distorted geometry, computed with ωB97M-V with the def2-TZVPD basis set.

Its SMILES is Cn1c(SCC(=O)NC(=O)NCc2ccco2)nnc1-c1ccccc1. Its charge is 0. Its spin multiplicity is 1. The total energy comes out at -42333.59511 eV. The value obtained for the HOMO energy is -8.48 eV. For the LUMO energy, the calculation gives 0.40 eV.

XYZ file:
```
43
Properties=species:S:1:pos:R:3:forces:R:3:mulliken_charge:R:1
S -1.159 -3.354 0.152 0.0 -0.4 0.2 -0.230
O 5.306 1.315 0.977 -0.3 -0.2 0.4 -0.318
O 1.947 -1.809 -1.555 0.1 0.0 -0.3 -0.706
O 1.557 -0.131 2.210 -0.1 0.2 0.5 -0.682
N 1.329 -1.742 0.637 0.2 0.0 0.5 -0.076
N -2.738 -1.114 0.202 0.6 0.2 -0.5 0.088
N -1.551 0.252 -1.037 -0.6 1.1 -0.1 -0.956
N -0.894 -0.909 -0.981 0.1 -1.0 0.0 0.030
N 2.453 0.227 0.147 0.2 0.2 -0.4 -0.075
C 6.516 1.470 0.420 0.6 0.2 -0.7 -0.443
C -5.211 2.476 1.118 -0.1 0.0 0.1 -0.642
C 1.793 -0.472 1.073 -0.1 -0.5 -0.3 0.430
C 6.404 1.930 -0.855 0.2 -0.2 0.5 -0.335
C 0.374 -3.432 -0.819 -0.4 0.1 -0.1 -0.666
C -3.777 -1.729 0.976 -0.3 -0.2 0.3 -1.085
C 2.941 1.568 0.399 0.2 -0.1 0.2 -0.972
C -4.313 1.429 1.016 0.1 0.0 -0.1 -0.367
C -2.648 0.152 -0.332 0.3 -0.3 0.0 0.438
C 1.279 -2.220 -0.634 0.3 -0.3 0.0 0.593
C -1.606 -1.722 -0.248 0.0 0.1 -0.1 0.370
C -4.700 3.149 -1.126 0.0 0.1 0.0 -0.572
C 4.389 1.680 0.055 -0.3 0.4 -0.8 0.447
C -5.413 3.331 0.049 0.0 0.0 0.0 -0.376
C -3.801 2.106 -1.237 0.0 -0.1 0.1 -0.496
C -3.611 1.228 -0.170 -0.3 0.3 0.1 0.465
C 5.015 2.064 -1.095 -0.4 -0.1 0.5 -0.483
H -4.136 0.795 1.871 0.0 -0.1 0.1 0.475
H 4.547 2.404 -1.996 -0.2 0.1 -0.2 0.445
H 7.369 1.227 1.023 0.0 -0.1 0.2 0.451
H 0.123 -3.517 -1.876 0.2 0.1 0.1 0.366
H 0.887 -4.338 -0.492 0.0 0.0 0.0 0.409
H 2.522 -0.161 -0.789 0.0 -0.1 0.2 0.277
H -4.732 -1.261 0.742 0.1 -0.1 0.0 0.486
H -5.750 2.628 2.042 0.0 0.0 0.1 0.383
H 2.788 1.765 1.463 0.0 0.1 -0.2 0.413
H -3.574 -1.631 2.045 -0.1 0.0 0.0 0.309
H -4.845 3.823 -1.956 0.0 0.0 -0.1 0.386
H 0.768 -2.205 1.343 0.1 0.2 -0.2 0.298
H 2.368 2.287 -0.196 0.1 0.0 0.1 0.311
H -6.118 4.145 0.134 -0.1 0.1 0.0 0.385
H -3.819 -2.791 0.729 -0.1 0.1 0.0 0.364
H 7.201 2.146 -1.536 0.2 0.0 -0.1 0.411
H -3.233 1.952 -2.140 0.0 0.0 -0.1 0.452
```
Forces are in eV/Å.

***

No. 5
A structure of composition C25H44Cl5LiN6S3, computed with ωB97M-V with the def2-TZVPD basis set.

Its charge is 0. Its spin multiplicity is 1. The total energy comes out at -130906.24799 eV. The value obtained for the HOMO energy is -7.77 eV. For the LUMO energy, the calculation gives 0.11 eV.

XYZ file:
```
84
Properties=species:S:1:pos:R:3:forces:R:3:mulliken_charge:R:1
Cl -0.580 3.124 2.957 -0.5 0.1 0.1 -0.112
Cl 5.248 0.993 2.782 0.0 -0.1 0.0 -0.139
Cl 3.525 1.155 0.166 0.4 -0.2 -0.6 -0.208
Cl 0.924 2.518 5.630 0.0 0.0 -0.1 -0.174
Cl 3.890 1.573 5.533 0.0 0.0 0.0 -0.186
S -0.411 -0.178 -0.218 0.1 0.2 -0.5 -0.099
S 1.298 1.853 -3.068 0.3 0.3 0.1 -0.421
S -0.296 4.276 -0.585 0.1 0.0 0.0 -0.354
N -2.560 4.807 0.633 -0.1 -0.1 0.1 -0.447
N 0.170 -1.413 2.005 -0.1 0.0 0.2 0.129
N -2.401 2.697 -0.259 -0.1 0.2 0.2 -0.182
N -1.759 -0.089 2.031 -0.1 0.2 0.3 0.300
N 0.989 -0.797 -3.299 -0.2 0.0 0.2 0.482
N -0.897 0.501 -3.461 -0.2 0.0 0.1 0.284
C 3.325 -2.481 2.047 0.0 0.0 0.2 -1.011
C 3.003 1.780 4.069 0.0 0.1 0.0 0.320
C -0.673 -0.565 1.412 -0.1 -0.2 -0.2 -0.066
C 1.840 -1.370 3.833 -0.1 -0.2 0.0 -0.195
C -2.521 -0.670 3.131 0.1 0.0 0.2 -1.385
C -3.649 1.219 4.410 0.2 0.0 0.2 -0.276
C 1.524 2.093 1.647 0.4 0.0 0.5 -1.557
C -3.559 2.146 5.618 0.0 0.0 -0.2 -1.290
C 1.012 2.417 2.893 0.3 -0.3 -0.2 0.276
C 2.383 -1.074 -2.996 0.2 0.0 -0.2 -0.613
C 2.818 -2.499 3.491 0.0 0.2 -0.1 -0.769
C 0.433 0.424 -3.261 0.0 -0.1 -0.4 -0.344
C 1.677 -3.349 -5.129 0.2 0.0 0.1 -0.967
C -1.913 -1.317 -4.866 -0.2 0.2 0.0 -0.042
C 3.201 -1.496 -4.220 -0.1 -0.2 0.2 -0.676
C -2.078 0.732 -6.408 -0.1 -0.1 0.0 -1.027
C 1.683 2.225 4.100 0.0 0.0 0.0 -0.279
C 3.061 -2.972 -4.601 -0.1 0.2 -0.1 -0.532
C -2.537 0.171 4.413 -0.1 0.1 -0.1 0.339
C -2.726 -0.566 -5.926 0.2 0.0 0.1 -0.680
C -1.815 3.889 -0.029 0.0 0.1 -0.2 0.559
C 0.385 -1.622 3.433 0.2 0.2 0.1 0.282
C 2.827 1.616 1.690 -0.4 0.2 0.6 1.586
C -1.834 -0.608 -3.506 0.2 -0.3 -0.3 -1.130
C 3.595 1.491 2.843 0.2 0.1 0.0 -0.547
Li 1.109 2.082 -0.362 -0.4 0.0 -0.3 0.544
H 3.302 -3.590 -3.732 0.1 0.0 0.0 0.291
H -3.579 1.818 3.497 0.0 0.0 -0.1 0.102
H -2.628 1.140 -7.256 0.0 0.0 0.0 0.393
H 0.938 -3.379 -4.326 -0.1 0.0 0.0 0.219
H 2.921 -0.866 -5.068 0.1 0.1 0.0 0.256
H 0.361 -1.584 -3.326 0.0 0.0 0.0 0.123
H 1.693 -4.336 -5.593 0.0 0.0 0.0 0.418
H 2.178 -0.437 3.375 -0.1 -0.1 0.1 -0.426
H -1.048 0.554 -6.721 0.0 0.0 0.0 0.255
H -2.819 -0.219 -3.241 0.0 0.0 0.1 0.577
H -0.901 -1.480 -5.248 0.0 -0.1 0.0 -0.059
H -1.558 -1.323 -2.725 -0.1 0.0 0.1 0.242
H -2.858 -1.229 -6.784 -0.1 0.0 0.0 0.353
H 2.351 -3.464 3.708 0.1 0.0 0.1 0.289
H 4.178 -3.151 1.938 0.0 0.0 -0.1 0.430
H -0.246 -0.929 3.985 0.0 -0.1 -0.1 -0.265
H 0.926 -1.698 1.405 0.0 0.0 -0.1 -0.053
H -3.722 -0.351 -5.526 0.0 -0.1 0.0 0.313
H -3.587 1.575 6.548 0.0 0.0 0.0 0.333
H -3.552 -0.785 2.782 0.0 -0.1 0.0 0.529
H -4.619 0.712 4.409 0.0 0.0 -0.1 0.349
H 3.681 -2.406 4.153 0.0 0.0 0.0 0.421
H -1.247 1.442 -3.477 0.0 0.1 0.1 0.344
H 0.103 -2.647 3.699 -0.1 0.1 0.1 0.221
H -2.134 -1.668 3.330 -0.1 0.0 -0.1 0.463
H 4.250 -1.297 -3.991 0.0 0.0 0.0 0.356
H -2.191 0.677 1.539 0.0 0.0 -0.1 0.058
H -2.052 5.596 0.993 0.0 0.0 -0.1 0.252
H 1.849 -1.219 4.915 0.0 0.0 0.0 0.453
H -2.626 2.709 5.592 0.1 0.0 0.0 0.242
H 2.432 -1.853 -2.230 -0.1 0.1 0.0 0.360
H 2.801 -0.158 -2.586 0.0 0.0 0.1 0.192
H -2.679 -0.490 5.273 0.0 0.0 0.0 0.393
H -3.365 4.510 1.161 0.0 0.0 0.0 0.210
H -4.386 2.857 5.625 0.0 0.0 0.1 0.417
H 1.345 -2.628 -5.879 -0.1 0.0 0.0 0.220
H 3.647 -1.476 1.766 0.0 0.0 -0.1 0.192
H -1.575 0.674 4.535 0.1 0.0 0.0 -0.223
H -2.367 -2.299 -4.708 0.0 0.0 0.0 0.413
H 3.803 -3.195 -5.372 0.0 -0.1 0.0 0.350
H -1.869 1.962 -0.698 0.1 -0.1 0.0 -0.102
H -3.364 2.536 -0.016 0.0 0.0 0.0 0.188
H 2.565 -2.813 1.335 0.0 0.0 -0.1 0.293
H -2.063 1.491 -5.629 0.0 0.1 0.0 0.228
```
Forces are in eV/Å.

***

No. 6
An isolated molecule of C3H5N3 at a distorted geometry, computed with ωB97M-V with the def2-TZVPD basis set.

Its SMILES is [H]/N=C/NCC#N. Its charge is 0. Its spin multiplicity is 1. The total energy comes out at -7661.10851 eV. The value obtained for the HOMO energy is -9.77 eV. For the LUMO energy, the calculation gives 0.76 eV.

XYZ file:
```
11
Properties=species:S:1:pos:R:3:forces:R:3:mulliken_charge:R:1
N -0.375 0.520 -0.747 0.7 0.6 0.6 -0.343
N 1.593 -1.903 0.623 -0.2 -0.1 0.2 -0.368
N -0.329 2.274 0.650 -1.0 -0.3 2.2 -0.624
C -0.319 -0.939 -0.877 0.7 0.0 -0.6 -0.437
C 0.684 -1.534 0.027 0.3 0.0 -0.1 0.296
C -0.877 1.146 0.404 0.2 0.3 -1.1 0.023
H 0.034 -1.224 -1.910 -0.5 0.5 0.9 0.248
H 0.522 1.063 -0.754 -0.5 -1.3 -1.2 0.334
H -0.692 2.697 1.544 0.2 -0.5 -1.4 0.238
H -1.282 -1.439 -0.720 0.1 0.5 0.0 0.305
H -1.738 0.637 0.833 0.0 0.2 0.6 0.328
```
Forces are in eV/Å.

***

Q: Which value of charge does entry 1 give?
A: +1

***

Q: What is the charge in the first record?
A: +1